1.
{"formula": "C32H59BF2O2PV", "method": "the ωB97M-V functional and the def2-TZVPD basis", "symbols": ["V", "C", "C", "C", "C", "P", "C", "C", "C", "C", "C", "C", "C", "C", "C", "C", "C", "C", "H", "H", "H", "H", "H", "H", "H", "H", "H", "H", "H", "H", "H", "H", "H", "H", "H", "H", "H", "H", "H", "H", "H", "H", "H", "H", "H", "H", "H", "H", "H", "H", "H", "H", "H", "H", "B", "H", "H", "H", "H", "C", "O", "H", "H", "H", "C", "C", "O", "C", "H", "H", "H", "H", "H", "H", "F", "C", "C", "C", "C", "C", "C", "H", "H", "H", "H", "H", "F", "C", "C", "C", "C", "C", "C", "H", "H", "H", "H", "H"], "xyz": [[-1.222568, -2.459722, 1.197049], [2.947746, 3.485602, -3.226600], [3.019391, 3.087710, -1.713568], [1.784079, 2.239782, -1.246792], [0.415619, 3.027512, -1.374760], [-1.006888, 2.163486, -0.502016], [-2.821119, 2.863772, -0.650280], [-4.036481, 1.996479, -0.194140], [-5.377641, 2.740242, -0.104026], [-6.045699, 2.785491, -1.455994], [-1.261303, 0.573657, -1.301979], [-1.526173, 0.731606, -2.822768], [-1.716873, -0.604238, -3.628001], [-1.882997, -0.520699, -5.199829], [-0.657708, 2.081651, 1.306917], [-0.599236, 3.449474, 1.979635], [-0.682289, 3.325164, 3.501496], [-0.422107, 4.588460, 4.225308], [2.813888, 2.608387, -3.859589], [3.788339, 4.059460, -3.616693], [2.070493, 4.065852, -3.512687], [3.141957, 3.965527, -1.079141], [3.867167, 2.437450, -1.497842], [2.024019, 2.055372, -0.199635], [1.727301, 1.326249, -1.838678], [0.124537, 3.263746, -2.398275], [0.560226, 3.981909, -0.868471], [-2.924602, 3.178415, -1.688732], [-2.782438, 3.804826, -0.101629], [-3.741336, 1.717794, 0.817457], [-4.190387, 1.128683, -0.835500], [-5.127305, 3.746733, 0.231256], [-6.041268, 2.204091, 0.574393], [-6.427761, 1.809721, -1.756007], [-5.455354, 3.332479, -2.191105], [-6.929299, 3.423722, -1.452231], [-2.145303, 0.117384, -0.856471], [-0.413258, -0.096733, -1.162386], [-0.682139, 1.269822, -3.254080], [-2.409652, 1.328501, -3.049234], [-2.613072, -1.064251, -3.211697], [-0.883785, -1.228746, -3.305435], [-0.899000, -0.471547, -5.666124], [-2.358761, 0.402618, -5.530331], [-2.430995, -1.348956, -5.649030], [0.259896, 1.499329, 1.390631], [-1.425544, 1.395475, 1.664262], [-1.372542, 4.110028, 1.587478], [0.301956, 3.879648, 1.542695], [-0.034335, 2.555818, 3.921447], [-1.691877, 2.956615, 3.683149], [-1.024993, 5.374749, 3.771024], [0.649131, 4.744769, 4.098379], [-0.638972, 4.472601, 5.287216], [-3.128034, -1.404405, 0.910721], [-2.251772, -0.789258, 1.044898], [-3.357378, -1.964534, 1.803976], [-3.914346, -0.755701, 0.556981], [-2.936928, -2.137825, 0.142723], [1.862322, -1.444761, 0.205052], [0.696266, -1.266352, 0.973524], [1.652935, -1.528175, -0.861387], [2.592380, -0.636836, 0.253829], [2.285094, -2.400881, 0.513595], [-1.461700, -4.457554, -2.842973], [-0.368028, -4.197918, -1.814137], [-0.684463, -3.613264, -0.701726], [0.983993, -4.751276, -2.068673], [-1.781384, -5.497142, -2.914703], [-1.197227, -4.050158, -3.818769], [-2.351125, -3.916278, -2.520418], [1.734358, -3.996145, -1.834528], [1.187455, -4.918553, -3.126369], [1.149626, -5.636662, -1.454861], [2.031131, 2.756424, 5.085492], [3.045264, 2.670006, 4.190160], [4.255191, 3.401047, 4.330809], [5.331791, 3.164835, 3.516247], [5.154179, 2.197716, 2.454047], [3.959242, 1.499940, 2.258816], [2.926027, 1.747997, 3.117098], [4.257817, 4.126234, 5.131121], [6.281636, 3.650897, 3.683413], [5.953425, 1.955107, 1.769398], [3.878318, 0.874061, 1.382390], [2.075550, 1.115436, 2.909834], [1.713305, -9.616160, 2.841130], [1.913794, -8.437128, 2.201656], [1.367516, -7.341014, 2.810855], [1.443424, -6.132696, 2.067254], [2.196891, -6.073612, 0.903931], [2.796030, -7.200332, 0.338059], [2.641965, -8.398677, 1.010252], [0.794397, -7.405732, 3.723955], [0.918292, -5.296696, 2.505146], [2.355942, -5.090815, 0.485358], [3.382679, -7.037723, -0.554012], [3.021464, -9.328407, 0.612798]], "forces_ev_per_angstrom": [[2.2, 1.5, -1.9], [-0.3, -0.4, 0.3], [-1.0, -0.2, -1.1], [-0.2, 1.4, -0.4], [0.0, -0.3, 0.9], [-1.4, 0.2, 0.1], [1.0, 0.6, -0.7], [1.1, 0.2, 0.7], [0.9, 0.0, -0.7], [-0.9, 1.0, -0.2], [-0.2, -0.7, -1.0], [0.1, -0.1, -1.1], [-0.4, 0.4, 0.4], [0.9, 0.6, 1.0], [-0.3, -0.8, -1.3], [0.5, -0.5, -0.7], [-0.7, -1.1, -0.6], [0.3, 0.3, 0.0], [0.4, -0.3, 0.1], [0.2, -0.2, 0.3], [-0.2, 0.3, 0.6], [-0.1, 0.1, 0.0], [0.2, 0.1, -0.3], [-0.5, -0.5, 0.1], [0.1, -0.2, 0.2], [0.1, -0.2, 0.0], [-0.2, 0.2, 0.1], [0.0, -0.1, -0.2], [-0.2, 0.0, 0.2], [-0.3, -0.7, 0.0], [0.4, -0.2, 0.2], [-0.5, 0.1, 0.4], [0.2, 0.3, 0.3], [0.5, 0.0, -0.4], [0.4, -0.7, -0.3], [-0.3, 0.0, 0.4], [0.2, 0.0, 0.3], [0.1, 0.0, 0.3], [0.1, 0.1, -0.2], [-0.1, 0.2, 0.3], [-0.1, -0.2, 0.0], [0.1, -0.4, -0.4], [0.1, -0.2, 0.0], [-0.3, 0.0, 0.3], [0.0, -0.1, 0.4], [0.2, 0.1, 0.2], [-0.3, 0.1, 0.3], [-0.4, 0.0, 0.3], [0.5, 0.4, 0.7], [0.2, -0.2, -0.4], [-0.2, 0.0, 0.2], [0.2, 0.4, 0.3], [0.0, 0.7, 0.2], [0.0, 0.2, -0.1], [-0.8, 0.4, 0.3], [3.6, 2.5, 0.8], [-0.9, -2.2, 3.8], [-2.8, 2.0, -1.0], [1.2, -3.1, -3.3], [-1.2, -0.9, 0.3], [-1.9, -0.5, 0.2], [-0.2, -0.1, -0.5], [0.1, 0.2, 0.6], [0.8, 0.0, -0.2], [-0.4, 1.2, 0.8], [-2.1, 0.9, 3.1], [1.2, -1.8, -3.2], [0.7, 1.0, -0.4], [0.6, -0.2, 0.0], [0.3, -0.3, -0.1], [0.0, 0.1, 0.1], [0.0, 0.0, 0.7], [-0.5, -0.5, 0.0], [0.0, 0.0, -0.1], [0.6, 0.4, -0.4], [1.2, -1.1, -1.7], [-2.1, -0.3, 1.0], [-0.6, -2.0, -2.0], [0.5, 0.7, 0.8], [1.9, 1.7, 0.0], [-1.1, 0.2, 1.2], [0.3, 0.1, 0.1], [0.0, 0.1, -0.1], [0.3, 0.3, 0.1], [-0.2, -0.3, 0.2], [-0.6, 0.3, 0.7], [0.4, 0.0, -0.5], [0.2, -0.6, 0.4], [-0.4, 1.4, -1.5], [0.2, -1.4, 1.1], [-0.2, 0.6, 0.3], [-0.4, 0.7, 1.0], [-0.3, -0.6, -0.1], [0.1, -0.1, 0.0], [0.3, 0.4, -0.2], [-0.1, 0.0, -0.3], [0.1, -0.5, -0.1], [0.1, -0.1, 0.0]], "lowdin_spin": [2.89, 0.00, 0.00, 0.00, 0.00, 0.00, 0.00, 0.00, 0.00, 0.00, 0.00, 0.00, 0.00, 0.00, 0.00, 0.00, 0.00, 0.00, 0.00, 0.00, 0.00, 0.00, 0.00, 0.00, 0.00, 0.00, 0.00, 0.00, 0.00, 0.00, 0.00, 0.00, 0.00, 0.00, 0.00, 0.00, 0.00, 0.00, 0.00, 0.00, 0.00, 0.00, 0.00, 0.00, 0.00, 0.00, 0.00, 0.00, 0.00, 0.00, 0.00, 0.00, 0.00, 0.00, 0.03, 0.01, 0.01, 0.00, 0.00, 0.00, 0.01, 0.00, 0.00, 0.00, 0.00, 0.01, 0.03, 0.00, 0.00, 0.00, 0.00, 0.00, 0.00, 0.00, 0.00, 0.00, 0.00, 0.00, 0.00, 0.00, 0.00, 0.00, 0.00, 0.00, 0.00, 0.00, 0.00, 0.00, 0.00, 0.00, 0.00, 0.00, 0.00, 0.00, 0.00, 0.00, 0.00, 0.00], "total_energy_ev": -79313.720, "spin_multiplicity": 4, "charge": 1, "e_homo_ev": [-10.892, -10.991]}

***

2.
{"formula": "C40H54CdCl2NO9P2Te", "method": "the ωB97M-V functional and the def2-TZVPD basis", "symbols": ["Cd", "C", "C", "C", "C", "C", "C", "C", "C", "C", "C", "C", "C", "C", "C", "C", "N", "H", "H", "H", "H", "H", "H", "H", "H", "H", "H", "C", "C", "C", "O", "P", "O", "C", "P", "O", "O", "C", "C", "C", "O", "C", "C", "C", "O", "C", "C", "C", "H", "H", "H", "H", "H", "H", "H", "H", "H", "H", "H", "H", "H", "H", "H", "H", "H", "H", "H", "H", "H", "H", "H", "H", "H", "H", "H", "H", "H", "H", "C", "C", "C", "O", "C", "H", "H", "H", "H", "H", "H", "H", "H", "Te", "C", "C", "C", "C", "C", "C", "H", "H", "H", "H", "H", "Cl", "C", "Cl", "C", "O", "O", "H"], "xyz": [[0.068878, -1.341463, 0.965792], [-3.728684, -2.967476, -0.809648], [-4.597058, -3.078644, 0.270224], [-4.155575, -2.693294, 1.524430], [-2.855224, -2.204438, 1.714931], [-2.005516, -1.988395, 0.623285], [-2.477852, -2.397454, -0.626465], [-2.360726, -2.039742, 3.117602], [-2.958915, -2.806868, 4.163032], [-2.503100, -2.692863, 5.434752], [-1.420073, -1.829675, 5.716265], [-0.884722, -1.657281, 7.013926], [0.180191, -0.824874, 7.214065], [0.760245, -0.146739, 6.117911], [0.262754, -0.300934, 4.855228], [-0.856110, -1.135738, 4.626092], [-1.347806, -1.242959, 3.355620], [-4.031131, -3.319495, -1.790331], [-5.596270, -3.478404, 0.142666], [-4.837404, -2.765327, 2.364203], [-1.835192, -2.316924, -1.494563], [-3.753264, -3.500962, 3.929416], [-2.947165, -3.273199, 6.236603], [-1.330491, -2.199375, 7.841740], [0.588732, -0.690637, 8.208792], [1.627914, 0.482580, 6.276763], [0.697297, 0.211250, 4.008955], [2.806639, 3.184712, -1.302433], [3.196456, 2.041811, -2.214913], [3.932704, 2.487706, -3.458081], [1.986770, 1.362067, -2.657190], [1.537738, 0.058860, -1.845028], [1.618157, 0.189239, -0.380179], [-0.115112, -0.187814, -2.546059], [-1.276069, 1.097026, -2.011331], [-1.283498, 1.390653, -0.577568], [-2.653197, 0.606906, -2.635299], [-3.873340, 1.295083, -2.200471], [-4.403726, 0.718209, -0.911187], [-4.852583, 1.153882, -3.345862], [-0.895525, 2.400025, -2.855628], [-1.121791, 2.531961, -4.275814], [-2.064924, 3.699830, -4.496442], [0.209008, 2.745312, -4.970540], [2.505536, -1.080284, -2.334484], [2.707947, -1.454597, -3.719593], [1.791123, -2.609605, -4.072854], [4.171161, -1.827204, -3.834434], [3.701743, 3.698708, -0.945526], [2.254691, 2.803090, -0.444226], [2.174462, 3.896082, -1.840839], [3.819316, 1.335735, -1.660334], [3.343842, 3.229170, -4.003509], [4.124208, 1.639883, -4.119365], [4.889139, 2.935662, -3.181788], [-0.451353, -1.160872, -2.164302], [-0.068603, -0.207892, -3.635833], [-3.624630, 2.348902, -2.047883], [-4.671871, -0.324481, -1.047576], [-5.291102, 1.278896, -0.606866], [-3.658223, 0.769667, -0.120368], [-5.097864, 0.099230, -3.487598], [-4.433332, 1.540206, -4.276892], [-5.770613, 1.699807, -3.120444], [-1.584706, 1.617012, -4.653984], [-1.640500, 4.595171, -4.036800], [-3.040795, 3.515283, -4.050890], [-2.196940, 3.881915, -5.565142], [0.610611, 3.732450, -4.726920], [0.068186, 2.683897, -6.051881], [0.933295, 1.994013, -4.659464], [2.504306, -0.582106, -4.348796], [1.801961, -3.340870, -3.263151], [2.130211, -3.081920, -4.997515], [0.756210, -2.293663, -4.208134], [4.376464, -2.688691, -3.195824], [4.806761, -0.999738, -3.514489], [4.413931, -2.082754, -4.867421], [-0.854090, 4.103621, 1.709491], [-2.092213, 3.228113, 1.900282], [-1.591938, 2.210845, 2.916080], [-0.203472, 2.023969, 2.628966], [0.262709, 3.066318, 1.765126], [-0.759511, 4.814220, 2.535071], [-0.853466, 4.654797, 0.767950], [-2.325779, 2.725771, 0.965698], [-2.968651, 3.773927, 2.253472], [-2.089284, 1.243609, 2.853367], [-1.699283, 2.597806, 3.936927], [0.450941, 2.641509, 0.780117], [1.194615, 3.465520, 2.170304], [2.173336, -2.636057, 2.154471], [3.460290, -1.269602, 3.161061], [3.524977, -1.258980, 4.555180], [4.449857, -0.465476, 5.226493], [5.332041, 0.338287, 4.515572], [5.276218, 0.342736, 3.127056], [4.350816, -0.452069, 2.459749], [2.842143, -1.884120, 5.118025], [4.479677, -0.476159, 6.310736], [6.058047, 0.949957, 5.037480], [5.962076, 0.961234, 2.559603], [4.311286, -0.439580, 1.377116], [0.325306, -5.441810, -3.156273], [0.743827, -5.438206, -1.413224], [2.472723, -5.815302, -1.202214], [0.360462, -4.112117, -0.689748], [-0.068938, -4.301653, 0.456720], [0.485639, -3.043806, -1.331442], [0.183594, -6.243573, -0.961366]], "forces_ev_per_angstrom": [[0.0, -0.5, 0.1], [-0.1, 0.1, 0.1], [0.1, 0.0, 0.0], [0.0, 0.0, 0.0], [-0.1, 0.0, 0.1], [0.2, 0.3, 0.0], [-0.1, 0.1, -0.1], [0.0, 0.1, -0.1], [-0.1, 0.0, 0.0], [0.0, 0.0, 0.0], [0.0, 0.0, 0.0], [0.0, 0.0, 0.0], [0.0, 0.0, -0.1], [0.0, 0.0, 0.1], [-0.1, 0.1, -0.1], [0.0, 0.0, -0.1], [0.0, 0.0, 0.0], [0.0, 0.0, 0.0], [0.0, 0.0, 0.0], [0.0, -0.1, 0.0], [0.0, -0.1, 0.0], [0.0, 0.0, 0.0], [0.0, 0.0, 0.0], [0.0, 0.0, 0.0], [0.0, 0.0, 0.0], [0.0, 0.0, 0.0], [0.0, 0.0, 0.0], [-0.1, 0.0, 0.0], [0.0, 0.0, 0.0], [0.0, 0.0, -0.1], [0.2, 0.0, 0.2], [0.1, -0.1, -0.2], [-0.4, 0.0, 0.1], [-0.1, 0.1, 0.4], [0.3, -0.1, -0.2], [0.1, 0.1, 0.0], [-0.1, -0.1, 0.2], [0.0, 0.0, -0.2], [0.1, -0.1, 0.1], [0.0, 0.0, 0.0], [-0.1, 0.2, -0.1], [0.1, 0.0, 0.0], [0.1, 0.0, 0.1], [0.0, 0.0, 0.0], [-0.1, 0.1, -0.1], [0.0, -0.1, 0.0], [0.2, 0.0, 0.0], [0.0, 0.0, 0.1], [0.0, 0.0, 0.0], [0.0, 0.0, 0.0], [0.0, 0.0, 0.0], [-0.1, -0.1, 0.0], [0.0, 0.0, 0.0], [0.0, 0.0, 0.0], [0.0, 0.0, 0.0], [0.1, 0.0, -0.1], [0.0, -0.1, 0.0], [0.1, 0.1, 0.0], [-0.1, -0.2, 0.0], [0.0, 0.0, 0.0], [0.0, 0.0, 0.0], [0.0, 0.0, 0.0], [0.0, 0.0, 0.0], [0.0, 0.0, 0.0], [0.0, -0.1, 0.1], [0.0, 0.0, 0.0], [0.0, 0.0, 0.0], [0.0, 0.0, 0.0], [0.0, -0.1, 0.0], [0.0, 0.0, 0.0], [0.0, 0.0, 0.0], [0.0, 0.1, 0.0], [0.1, 0.2, -0.2], [0.0, 0.0, 0.0], [0.0, 0.0, 0.1], [0.0, 0.0, 0.0], [0.0, 0.0, 0.0], [0.0, 0.0, 0.0], [0.0, 0.0, 0.0], [0.0, 0.0, 0.0], [0.1, 0.0, -0.1], [0.0, 0.0, 0.0], [-0.1, -0.1, 0.1], [0.0, 0.0, 0.0], [0.0, 0.0, 0.0], [-0.1, 0.0, -0.1], [0.0, 0.0, 0.0], [0.0, 0.0, 0.0], [0.0, 0.0, 0.1], [0.0, -0.1, -0.1], [0.0, 0.0, 0.0], [0.1, -0.1, 0.2], [0.0, 0.1, -0.1], [0.1, 0.0, 0.0], [0.0, 0.0, -0.1], [0.0, 0.0, 0.0], [-0.1, -0.1, 0.0], [0.0, 0.1, 0.0], [0.0, 0.0, 0.0], [0.0, 0.0, 0.0], [0.0, 0.0, 0.0], [0.0, 0.0, 0.0], [0.0, 0.0, 0.0], [-0.1, -0.2, 0.1], [-0.1, 0.0, 0.0], [0.0, 0.1, 0.0], [-0.3, 0.2, 0.0], [0.4, 0.0, -0.1], [0.1, 0.0, 0.2], [0.0, -0.1, 0.0]], "mulliken_charge": [1.05, -1.25, -0.91, -0.61, 2.15, -1.61, 1.84, 0.15, -1.28, -1.07, 1.25, -0.80, -0.67, -1.05, -0.20, -0.42, 0.76, 0.44, 0.31, 0.51, 0.11, 0.45, 0.38, 0.38, 0.39, 0.49, 0.71, -1.13, 0.67, -1.54, 0.51, -0.85, -0.96, 1.34, -0.97, 0.42, -0.23, 0.82, -1.18, -1.76, -0.07, 0.84, -1.66, -1.09, -0.01, 1.16, -1.02, -1.78, 0.51, 0.08, 0.23, 0.37, 0.26, 0.35, 0.40, -1.33, 0.71, 0.31, 0.19, 0.52, 0.08, 0.37, 0.38, 0.39, 0.36, 0.32, 0.33, 0.39, 0.31, 0.44, 0.01, -0.04, -0.21, 0.53, 0.24, 0.36, 0.39, 0.43, -0.88, 0.27, -0.25, -0.36, 0.98, 0.29, 0.35, -0.53, 0.58, -0.13, 0.32, -1.13, 0.57, -0.32, -0.24, -0.33, -0.53, -0.43, -0.56, -0.21, 0.43, 0.37, 0.36, 0.37, 0.32, -0.22, -0.12, -0.21, -0.12, -0.58, -0.17, 0.42], "total_energy_ev": -117762.946, "de_lowest_kcal_mol": 7.26, "charge": -1, "e_homo_ev": -3.901}